# 1
This record from the OMol25 dataset describes a structure of composition C39H57IrN9P2S at a distorted geometry. The level of theory is the ωB97M-V functional and the def2-TZVPD basis.

- Net charge: +3
- Molecular weight: 938.2 u
- HOMO-LUMO gap: 8.42 eV
- HOMO energy: -0.593 Ha

Each line ends with the Löwdin charge.
CARTESIAN COORDINATES (ANGSTROEM)
H (-4.211, -2.977, 1.864)  0.15
C (1.586, 2.576, -5.025)  -0.15
C (-3.006, -1.457, 0.776)  -0.12
H (4.502, 5.251, 1.946)  0.12
H (2.650, -0.059, -0.464)  0.07
C (3.135, -0.941, 1.492)  0.01
H (-3.394, 4.774, -1.371)  0.12
H (2.067, 1.755, 2.037)  0.08
H (-0.400, 2.803, 5.772)  0.11
C (2.193, 2.758, 1.635)  -0.20
P (0.878, 2.260, -0.943)  1.06
C (-1.246, 3.063, 1.908)  -0.10
H (-2.657, 6.260, -2.974)  0.12
C (3.110, 0.745, -4.230)  -0.16
H (-1.448, 3.739, 1.100)  0.08
H (-2.674, -3.930, 3.857)  0.11
H (3.180, 6.144, 0.213)  0.13
H (-0.235, 6.257, -3.704)  0.13
C (2.765, -1.652, 3.865)  0.02
C (-0.066, -1.438, -2.697)  -0.66
C (-4.332, 0.677, -3.468)  0.01
N (0.792, -1.994, -3.555)  -0.09
H (2.283, -2.651, -2.258)  0.08
H (2.689, 4.371, -1.342)  0.08
H (4.119, 0.336, -4.265)  0.12
H (1.114, 2.204, -5.936)  0.12
C (-3.374, -2.306, 1.777)  0.00
H (-2.043, 2.124, 5.710)  0.11
C (-1.547, -1.257, 2.355)  -0.44
H (1.383, -3.949, -3.076)  0.11
C (-3.325, 1.095, -1.364)  -0.16
H (0.337, 1.140, -3.983)  0.07
C (-1.847, 6.004, -2.292)  -0.16
H (3.538, 1.031, -2.132)  0.12
H (3.387, 3.259, 3.364)  0.11
H (2.295, 2.953, -2.611)  0.09
C (2.655, 0.872, -2.760)  -0.18
H (3.100, 1.957, -0.138)  0.08
C (-3.163, 0.034, -3.827)  0.04
C (3.041, 2.091, -4.943)  -0.17
N (-2.451, -2.166, 2.769)  -0.10
C (-0.063, 3.880, -1.128)  -0.38
H (4.161, -1.261, 1.484)  0.15
C (2.787, 5.218, 0.634)  -0.19
N (-1.866, -0.806, 1.143)  -0.12
H (-3.269, -2.466, 4.675)  0.11
H (-5.307, 1.715, -1.842)  0.13
H (2.980, 5.489, 2.767)  0.12
H (-3.487, -1.314, -0.176)  0.11
H (-1.560, 6.933, -1.798)  0.12
H (2.470, 0.037, -4.763)  0.09
H (-0.630, 1.053, 5.611)  0.06
C (3.464, 4.918, 1.973)  -0.17
C (-2.483, -2.875, 4.043)  0.01
H (1.715, 5.385, 0.775)  0.10
C (1.822, -2.960, -3.194)  0.02
C (-1.347, 3.324, 3.239)  0.00
C (3.016, 4.076, -0.347)  -0.17
Ir (-0.529, 0.505, 0.009)  1.03
H (-3.085, -0.456, -4.785)  0.13
H (-1.615, 4.222, 3.766)  0.15
C (-1.026, 2.027, 5.337)  0.01
H (4.093, 3.913, -0.438)  0.13
C (-1.559, 3.659, -1.327)  -0.27
H (-1.523, -2.771, 4.540)  0.07
H (-5.162, 0.729, -4.158)  0.14
C (-0.561, -0.748, -4.756)  -0.02
H (2.985, -0.848, 4.566)  0.11
H (3.661, -2.243, 3.702)  0.11
H (-0.988, 4.688, -3.774)  0.10
H (0.094, 4.317, -0.134)  0.09
N (-1.022, 2.171, 3.885)  -0.10
C (0.437, 4.948, -2.152)  -0.17
H (3.658, 2.819, -4.411)  0.12
N (1.126, -0.122, 1.038)  -0.18
S (-0.209, -1.729, -1.034)  0.80
N (2.339, -1.099, 2.584)  -0.09
H (-3.385, 1.464, -0.350)  0.11
C (-2.329, 4.977, -1.247)  -0.16
H (2.567, -2.983, -3.984)  0.11
C (2.369, 2.731, 0.109)  -0.38
C (-0.660, 5.468, -3.081)  -0.19
N (-0.865, 1.764, 1.725)  -0.08
H (-1.064, -0.197, -5.527)  0.14
H (0.818, 5.797, -1.579)  0.12
C (2.378, -0.340, 0.530)  -0.14
H (-0.073, 2.804, -3.651)  0.08
H (3.467, 2.015, -5.942)  0.12
H (1.058, -1.912, -5.686)  0.15
H (1.567, 3.666, -5.096)  0.12
H (4.316, 2.919, 1.925)  0.12
N (-2.163, 0.505, -1.699)  0.01
C (1.684, 2.047, -2.593)  -0.42
C (1.126, -0.602, 2.283)  -0.44
C (0.762, 2.124, -3.806)  -0.18
C (-2.093, -0.015, -2.936)  -0.23
C (3.411, 3.418, 2.286)  -0.17
H (-1.734, 3.176, -2.292)  0.10
H (2.185, -0.062, -2.435)  0.07
C (0.486, -1.587, -4.835)  0.00
H (1.268, 4.602, -2.763)  0.09
C (-0.741, 1.235, 2.956)  -0.42
P (-0.290, -0.484, 3.411)  1.22
N (-0.916, -0.656, -3.409)  0.00
H (1.303, 3.327, 1.909)  0.10
H (-2.218, 5.386, -0.237)  0.11
H (1.988, -2.297, 4.268)  0.09
C (-4.415, 1.221, -2.196)  0.00
H (-1.947, 2.974, -0.574)  0.03

=====

# 2
This record from the OMol25 dataset describes a structure of composition C10H30IO10 at a distorted geometry. The level of theory is the ωB97M-V functional and the def2-TZVPD basis.

- Net charge: -1
- Molecular weight: 437.2 u
- HOMO-LUMO gap: 7.53 eV
- HOMO energy: -0.182 Ha

Each line ends with the natural charge from an NBO analysis.
CARTESIAN COORDINATES (ANGSTROEM)
H (4.494, -3.275, 1.748)  0.18
O (1.748, 1.569, 0.377)  -0.70
H (-3.038, 1.655, -1.745)  0.18
H (-0.416, 0.719, -3.083)  0.45
H (1.793, -0.488, -2.957)  0.19
C (-0.424, 2.196, 1.221)  -0.08
C (1.431, 0.540, -2.978)  -0.11
H (-4.319, -1.512, 1.852)  0.15
H (1.979, 2.499, -2.100)  0.16
I (0.426, -1.088, 0.066)  -0.18
O (2.934, 1.047, -1.057)  -0.80
C (0.563, 2.210, 0.056)  -0.17
H (-2.449, 0.705, 0.996)  0.22
H (3.886, -2.008, 4.205)  0.46
H (1.486, 0.649, 0.450)  0.48
O (2.663, -1.425, 1.249)  -0.77
H (-3.356, 0.042, -0.975)  0.19
H (-1.553, -0.996, -2.325)  0.15
C (3.872, -3.173, 2.637)  -0.09
H (-0.427, 1.198, 1.659)  0.16
H (0.028, 1.768, -0.785)  0.27
H (0.688, 2.594, 2.718)  0.46
H (-2.889, -0.564, -3.324)  0.16
H (-1.063, -1.217, 0.548)  0.34
O (4.488, -2.193, 3.481)  -0.71
H (1.740, -2.543, 2.765)  0.15
H (0.815, 3.233, -0.224)  0.18
H (3.274, 1.723, -2.940)  0.16
C (-2.707, -0.302, 1.322)  -0.15
O (-2.014, -1.169, 0.420)  -0.80
C (2.521, -2.660, 2.014)  -0.10
C (2.402, 1.519, -2.319)  -0.12
H (3.854, -4.202, 2.996)  0.15
H (-4.807, 0.149, 1.861)  0.18
H (2.209, -3.477, 1.364)  0.17
H (-1.403, 2.583, 0.939)  0.20
H (1.254, 0.775, -4.028)  0.19
O (0.173, 0.471, -2.239)  -0.78
H (2.452, 1.484, -0.352)  0.43
H (2.004, -1.367, 0.553)  0.37
O (-1.523, 0.892, -0.555)  -0.91
H (0.309, -0.005, -1.416)  0.45
C (-2.630, 0.680, -1.479)  -0.10
H (-1.276, 0.094, -0.082)  0.53
H (-4.453, -1.313, -0.352)  0.47
O (-4.764, -0.513, 0.079)  -0.70
O (-1.264, 0.635, -3.524)  -0.79
O (-0.056, 3.030, 2.296)  -0.74
H (-2.385, -0.469, 2.350)  0.17
C (-2.093, -0.134, -2.716)  -0.09
C (-4.175, -0.565, 1.333)  -0.08

=====

# 3
This record from the OMol25 dataset describes a structure of composition C27H44BrMgNOP2 at a distorted geometry. The level of theory is the ωB97M-V functional and the def2-TZVPD basis.

- Net charge: +2
- Molecular weight: 564.8 u
- HOMO-LUMO gap: 2.95 eV
- HOMO energy: -0.433 Ha

Each line ends with the Löwdin charge.
CARTESIAN COORDINATES (ANGSTROEM)
H (-1.419, 4.258, -7.162)  0.11
C (-1.219, 4.291, -3.595)  -0.06
C (2.599, -1.542, -2.951)  -0.40
H (-3.553, -0.821, -6.888)  0.06
H (3.127, -0.919, -4.933)  0.08
H (-0.726, 2.536, 4.052)  0.09
C (-1.239, 5.302, -7.003)  0.04
H (4.358, -3.447, -1.220)  0.07
H (0.145, 1.926, 0.641)  0.09
H (-1.315, 5.772, -9.110)  0.13
C (-1.161, 6.166, -8.103)  -0.09
H (2.787, -4.189, -1.647)  0.07
C (2.626, -2.570, -0.183)  -0.41
N (-0.895, 7.468, -7.985)  0.10
H (3.075, -2.287, 0.770)  0.08
H (-1.848, 3.217, 2.152)  0.12
C (-0.910, 2.849, -3.351)  -0.30
H (3.156, 0.410, -3.795)  0.05
C (-1.206, 5.172, -4.486)  0.15
Mg (-1.096, 3.952, -1.586)  1.20
H (1.608, 0.816, -2.490)  0.07
P (2.450, -1.042, -1.184)  0.82
H (-1.862, 1.474, 1.979)  0.11
C (-0.225, 2.218, 3.133)  -0.06
H (-0.710, -5.041, -4.906)  0.06
H (-3.961, -2.509, -6.524)  0.07
H (-1.790, -0.949, -4.997)  0.06
H (-2.575, -0.050, -2.648)  0.08
H (1.550, -1.573, -3.296)  0.04
H (-3.475, -0.945, -4.438)  0.06
C (-4.696, -3.608, -2.460)  -0.17
H (-4.675, -4.613, -2.889)  0.07
H (-0.184, -2.443, -4.212)  0.06
C (-1.944, 1.878, -3.416)  0.01
C (-0.757, 7.270, -5.611)  0.01
C (3.393, -0.649, -3.903)  -0.14
H (-2.636, -3.444, -1.788)  0.07
H (5.233, -1.553, -0.014)  0.07
H (-0.496, 9.085, -6.741)  0.13
H (-5.021, -3.715, -1.409)  0.08
C (-2.729, -1.523, -5.009)  -0.46
H (1.082, 3.343, -2.564)  0.15
O (-0.611, 2.545, 0.678)  -0.14
H (-0.345, -5.339, -3.185)  0.08
C (3.894, -0.010, -0.766)  -0.43
H (-5.451, -3.011, -2.962)  0.07
C (-3.319, -2.945, -2.486)  -0.46
H (3.923, 0.859, -1.446)  0.07
C (0.553, 1.211, -2.406)  -0.08
C (3.373, -3.735, -0.831)  -0.15
H (0.680, 2.832, 2.970)  0.09
C (-0.521, 0.333, -2.242)  -0.58
C (-0.708, 8.008, -6.789)  -0.10
H (-0.645, -3.047, -2.603)  -0.01
C (-0.733, -3.237, -3.681)  -0.46
P (-2.508, -3.090, -4.121)  0.97
C (-0.199, -4.638, -4.021)  -0.16
H (2.996, -2.574, -2.972)  0.07
H (0.101, 1.173, 3.277)  0.09
H (-2.901, 2.160, -3.859)  0.15
C (-1.079, 5.893, -5.697)  -0.19
H (3.688, 0.399, 0.239)  0.07
H (4.477, -0.794, -3.803)  0.08
C (-1.775, 0.661, -2.768)  -0.09
C (5.218, -0.766, -0.776)  -0.15
Br (-0.551, -1.003, -0.904)  0.89
H (-2.322, -2.078, -7.089)  0.07
H (-0.559, 7.741, -4.653)  0.12
H (3.526, -4.519, -0.078)  0.08
C (-3.162, -1.756, -6.473)  -0.16
H (1.581, -2.864, 0.027)  0.05
C (0.290, 2.572, -2.602)  -0.10
C (-1.220, 2.338, 1.979)  -0.27
H (-3.378, -1.883, -2.203)  0.04
H (6.035, -0.069, -0.546)  0.08
H (5.432, -1.210, -1.758)  0.07
H (0.877, -4.594, -4.224)  0.06

=====

# 4
This record from the OMol25 dataset describes a structure of composition C13H32CrN4O6 at a distorted geometry. The level of theory is the ωB97M-V functional and the def2-TZVPD basis.

- ⟨S²⟩: 6.157
- Spin multiplicity: 5
- Net charge: +2
- Molecular weight: 392.4 u
- HOMO-LUMO gap (alpha / beta): 5.09 / 3.66 eV
- HOMO energy (alpha / beta): -0.493 / -0.493 Ha

Each line ends with the natural charge from an NBO analysis.
CARTESIAN COORDINATES (ANGSTROEM)
O (-1.709, -2.824, -1.585)  -0.31
H (0.033, -5.388, -0.679)  0.21
H (3.739, 4.405, -0.704)  0.19
H (0.280, -0.498, 3.638)  0.16
C (-5.154, 1.743, 1.053)  -0.41
H (3.732, 4.567, -2.464)  0.20
H (-2.929, -4.322, -2.489)  0.23
H (0.884, 6.033, -1.612)  0.13
H (2.803, -6.559, -0.941)  0.23
N (-3.975, 1.037, 0.703)  -0.36
H (-2.620, -2.693, -3.381)  0.29
C (3.078, -5.570, -0.575)  -0.44
C (0.764, 4.945, -1.725)  0.54
H (1.112, 2.381, 1.234)  0.21
H (-5.238, 2.588, 0.369)  0.24
H (-3.756, -2.814, -2.234)  0.25
H (0.948, -6.527, 0.213)  0.25
N (1.201, 0.890, 2.482)  -0.36
H (-2.198, 1.735, -0.591)  0.22
C (0.740, -5.459, 0.148)  -0.45
O (-0.325, 4.455, -1.909)  -0.64
H (2.330, 2.589, -2.823)  0.21
C (1.467, 1.644, 3.652)  -0.43
H (1.318, 0.879, 0.363)  0.25
N (1.922, 4.256, -1.594)  -0.43
C (1.695, 1.461, 1.204)  -0.45
O (-0.374, -0.205, -1.004)  -0.88
H (1.649, 1.020, 4.528)  0.23
C (1.991, -3.392, -0.406)  0.59
C (3.178, 4.795, -1.553)  -0.40
H (3.133, 5.867, -1.362)  0.22
C (0.477, -0.243, 2.586)  0.57
H (3.573, -5.176, -1.462)  0.24
H (3.608, -5.850, 0.336)  0.23
H (2.541, 2.284, -1.066)  0.19
C (1.939, 2.785, -1.824)  -0.41
H (-0.702, 0.658, -1.324)  0.50
H (2.737, 1.781, 1.190)  0.24
C (-2.719, 1.796, 0.365)  -0.44
H (0.943, 2.345, -1.780)  0.21
O (0.071, -0.843, 1.600)  -0.70
H (-4.723, -0.979, 0.992)  0.18
H (0.552, 2.153, 3.955)  0.21
C (-3.830, -0.358, 0.822)  0.57
N (1.954, -4.731, -0.263)  -0.37
O (-2.741, -0.934, 0.535)  -0.74
H (-1.956, 1.728, 1.140)  0.21
H (2.143, 2.458, 3.391)  0.24
H (0.040, -5.146, 0.923)  0.23
Cr (-0.844, -1.808, 0.004)  1.67
H (-5.941, 0.998, 0.942)  0.22
H (2.934, -3.047, -0.857)  0.17
O (1.075, -2.631, -0.179)  -0.70
C (-2.779, -3.243, -2.454)  -0.31
H (-5.108, 2.110, 2.078)  0.22
H (-2.965, 2.857, 0.398)  0.24